ORCA calculation (the ωB97M-V functional and the def2-TZVPD basis) on C2H4N as an isolated structure at a distorted geometry.

```
! wB97M-V def2-TZVPD RIJCOSX def2/J DEFGRID3
* xyz 1 1
C 1.21977 0.72706 1.27039
C 0.50822 0.27465 0.43968
N -0.79583 -0.46903 -0.82413
H 1.88241 1.12339 1.99874
H -0.20169 -0.87310 -1.54712
H -1.33107 0.35016 -1.10589
H -1.28182 -1.13312 -0.23167
*
```

Computed properties:
- HOMO: -16.73 eV



ORCA calculation (the ωB97M-V functional and the def2-TZVPD basis) on the molecule C7H10 at a distorted geometry.

```
! wB97M-V def2-TZVPD RIJCOSX def2/J DEFGRID3
* xyz 0 1
C 1.96098 0.02026 -0.09133
C 1.01938 -0.47185 0.86830
C -0.57125 -0.16391 0.11117
C -0.22466 -0.27738 -1.35947
C -1.62764 -1.08012 0.19243
C -0.91969 1.20209 0.50046
C -1.18531 2.33083 0.82765
H 2.68612 -0.65889 -0.53397
H 2.28679 1.05594 -0.02179
H 1.00062 0.09889 -1.21570
H 1.05254 -1.54788 1.04330
H 0.93024 0.07822 1.80330
H -0.82338 0.32825 -2.04319
H -0.10281 -1.30346 -1.71417
H -1.46420 -2.10959 -0.11319
H -2.59033 -0.83243 0.63309
H -1.42738 3.33102 1.11312
*
```

Computed properties:
- HOMO (alpha / beta): -7.70 / -7.79 eV



ORCA calculation (the ωB97M-V functional and the def2-TZVPD basis) on a 2-piece molecular cluster, C4H12NO overall.

```
! wB97M-V def2-TZVPD RIJCOSX def2/J DEFGRID3
* xyz 2 2
C 0.30322 -0.79493 -1.30962
C -0.65612 0.40320 -1.26678
C -1.58095 0.48980 -0.13696
C -1.87293 1.69265 0.54242
N 1.49905 -0.70481 -0.38571
H -0.18586 -1.74688 -1.08755
H 0.72141 -0.89121 -2.30995
H -0.14368 1.34466 -1.46061
H -1.29975 0.25771 -2.15254
H -2.11408 -0.42019 0.15615
H -2.57535 1.76614 1.37596
H -1.41908 2.63270 0.25055
H 2.07533 0.11719 -0.59358
H 1.30457 -0.72849 0.64385
H 2.10338 -1.51196 -0.56361
H 1.88306 -1.04024 3.08020
H 0.66025 -0.15451 2.84317
O 1.29756 -0.71083 2.37460
*
```

Computed properties:
- HOMO (alpha / beta): -19.90 / -19.90 eV



Relative energy (zero: lowest compared OMol25 entry of this formula, charge and spin) values (in kcal per mole) by entry order: 71.4 149.7 0.0.